119
Properties=species:S:1:pos:R:3:forces:R:3 method="wB97M-V/def2-TZVPD" charge=-1 lumo_ha=0.06310 spin_multiplicity=1 e_tot_ha=-11595.934978 homo_lumo_gap_ha=0.23872
C 4.273 2.980 0.621 0.4 0.0 0.7
C 3.122 2.859 1.624 -0.8 0.2 -0.8
C 1.864 2.285 0.931 0.8 -0.8 0.1
Br 0.206 3.263 1.394 0.1 0.2 0.0
Ga 1.687 0.212 1.150 0.2 0.0 -0.4
C 0.401 -0.097 2.733 -0.1 0.0 -0.5
C 0.987 0.184 4.039 -0.3 0.2 -1.1
O 0.950 -0.564 4.980 0.4 -0.6 1.2
C 0.761 -0.424 -0.558 -0.8 0.0 0.3
C -0.765 -0.184 -0.348 1.3 -0.8 -0.8
C -1.578 -0.179 -1.642 -0.8 1.2 1.0
C -2.975 0.474 -1.418 0.2 -0.8 -1.1
C -4.161 -0.460 -1.189 -0.5 0.4 0.8
C -4.074 -1.381 0.023 1.0 -0.1 -0.3
C -3.864 -0.645 1.338 -0.9 0.0 0.5
C -4.460 -1.324 2.596 0.2 -0.1 -0.3
C -4.540 -2.855 2.559 0.6 0.7 0.9
C -3.228 -3.578 2.229 -0.6 -0.3 -0.8
C -3.485 -4.665 1.162 0.4 0.3 -0.3
C -2.387 -4.793 0.096 -0.5 -0.7 0.6
O -1.754 -6.073 0.189 0.5 0.3 -0.2
C -0.341 -5.925 0.138 -0.5 -0.1 -0.1
C 3.598 -0.447 1.492 -0.8 -0.2 -0.1
C 3.956 -1.891 1.053 1.1 0.7 1.0
N 2.788 -2.718 0.776 -0.2 -0.4 -0.3
N 4.660 -2.578 2.169 -0.2 -0.6 -0.7
N 4.934 -1.823 -0.037 0.1 0.2 -0.1
H 4.228 2.250 -0.180 0.0 -0.1 -0.1
H 5.209 2.829 1.156 0.3 -0.1 -0.1
H 4.325 3.981 0.208 -0.1 0.1 -0.3
H 2.906 3.871 1.954 0.1 -0.1 0.5
H 3.423 2.217 2.446 0.0 0.1 0.4
H 2.013 2.445 -0.131 -0.5 0.3 -0.3
H -0.028 -1.094 2.680 0.0 -0.3 0.3
H -0.428 0.596 2.576 0.1 0.4 -0.2
H 1.512 1.159 4.117 0.0 0.2 0.2
H 1.050 0.135 -1.453 0.3 0.1 0.0
H 0.882 -1.484 -0.791 0.3 -0.1 0.0
H -1.096 -1.004 0.279 -0.3 0.1 0.5
H -0.854 0.770 0.160 -0.5 0.1 0.1
H -1.074 0.500 -2.323 0.3 -0.2 -0.4
H -1.686 -1.158 -2.106 0.2 -0.2 0.0
H -2.917 1.233 -0.645 0.1 0.1 0.3
H -3.200 1.000 -2.347 -0.2 0.3 0.0
H -5.026 0.182 -0.996 -0.2 0.1 -0.2
H -4.415 -1.051 -2.069 0.2 -0.1 -0.3
H -3.207 -2.020 -0.142 0.1 -0.3 0.0
H -4.924 -2.053 0.043 -0.4 0.0 0.1
H -2.820 -0.446 1.532 0.4 0.0 -0.2
H -4.342 0.333 1.256 0.0 0.2 0.0
H -5.471 -0.961 2.774 -0.2 0.1 0.0
H -3.865 -0.993 3.442 0.1 0.0 0.3
H -4.846 -3.175 3.552 -0.3 -0.1 0.1
H -5.343 -3.122 1.890 0.0 -0.3 -0.3
H -2.499 -2.875 1.842 0.2 0.3 -0.1
H -2.777 -4.026 3.108 0.0 0.0 0.2
H -4.399 -4.443 0.621 -0.3 0.2 0.1
H -3.657 -5.627 1.628 0.1 -0.3 0.1
H -2.832 -4.712 -0.894 0.1 0.1 -0.3
H -1.675 -3.984 0.235 0.3 0.0 -0.1
H -0.023 -5.479 1.072 0.5 0.1 0.2
H -0.046 -5.283 -0.689 0.1 0.2 -0.1
H 0.125 -6.891 -0.024 -0.1 -0.2 0.2
H 4.322 0.244 1.085 0.2 0.1 -0.2
H 3.745 -0.402 2.570 -0.1 0.1 0.2
H 2.728 -2.844 -0.228 -0.4 0.2 0.0
H 2.956 -3.656 1.130 0.2 0.0 0.0
H 3.932 -2.812 2.835 0.2 0.2 0.4
H 5.319 -1.939 2.593 -0.2 0.1 0.2
H 4.524 -1.924 -0.955 0.1 0.0 0.0
H 5.706 -2.455 0.113 -0.3 -0.3 -0.1
Cl 3.029 6.266 3.136 0.1 0.2 0.1
C 1.342 6.202 3.699 -0.1 -0.1 0.0
C 1.097 7.109 4.878 -0.1 0.1 -0.1
Cl 1.917 6.541 6.356 0.0 0.0 0.0
H 1.107 5.166 3.930 0.1 0.0 0.0
H 0.720 6.513 2.861 0.0 0.0 0.0
H 0.031 7.137 5.099 0.0 -0.1 0.0
H 1.435 8.123 4.677 0.1 0.0 0.0
Cl -4.308 -6.100 4.642 0.0 0.0 0.0
C -6.034 -6.446 4.902 0.0 0.0 0.1
C -6.772 -6.671 3.607 -0.1 -0.1 0.0
Cl -6.915 -5.180 2.642 -0.1 -0.2 0.0
H -6.462 -5.619 5.464 0.0 0.0 -0.1
H -6.089 -7.345 5.514 0.0 0.0 0.0
H -7.786 -7.009 3.820 0.0 0.0 0.0
H -6.280 -7.421 2.994 0.1 0.1 0.0
Cl 3.515 4.288 -2.615 0.0 0.0 -0.1
C 3.223 6.040 -2.604 -0.1 0.0 0.0
C 4.493 6.828 -2.802 0.0 0.1 -0.1
Cl 5.585 6.689 -1.399 0.1 0.0 0.0
H 2.741 6.294 -1.663 0.1 0.0 0.0
H 2.529 6.254 -3.416 0.0 0.0 0.0
H 4.257 7.885 -2.917 0.0 0.0 0.1
H 5.035 6.496 -3.683 0.0 -0.1 0.1
Cl -3.982 2.444 -4.785 0.0 0.1 0.0
C -3.901 1.022 -5.857 0.0 -0.2 0.1
C -2.982 -0.047 -5.304 -0.1 -0.1 0.3
Cl -1.275 0.451 -5.333 0.0 0.0 -0.1
H -3.584 1.363 -6.838 0.1 0.1 0.1
H -4.913 0.628 -5.942 0.0 0.0 0.1
H -3.056 -0.948 -5.908 0.0 0.1 0.2
H -3.239 -0.300 -4.277 0.0 0.2 0.0
Cl 8.865 4.050 1.056 0.0 0.0 0.0
C 8.571 5.805 1.082 -0.1 0.0 0.0
C 9.838 6.597 0.889 -0.1 0.1 -0.1
Cl 10.941 6.464 2.285 0.0 0.0 0.0
H 8.085 6.051 2.023 0.1 0.0 0.0
H 7.879 6.023 0.270 0.0 0.0 0.0
H 9.596 7.653 0.778 0.0 0.0 0.0
H 10.378 6.272 0.004 0.0 -0.1 0.0
Cl -3.201 -0.770 -8.276 0.0 -0.2 -0.7
C -3.115 -2.187 -9.355 -0.1 0.0 -0.1
C -2.199 -3.256 -8.815 0.0 -0.1 0.0
Cl -0.493 -2.751 -8.844 0.0 0.0 0.0
H -2.794 -1.844 -10.335 0.1 0.0 0.0
H -4.127 -2.580 -9.444 0.0 0.0 0.1
H -2.278 -4.150 -9.431 0.0 0.0 0.0
H -2.455 -3.519 -7.791 0.0 0.1 0.0